No. 1
DFT (ωB97M-V/def2-TZVPD) results for an isolated molecule of C6H15NO.

```
23
Properties=species:S:1:pos:R:3:forces:R:3:mulliken_charge:R:1
C -0.37779 -0.93045 -0.38531 -2.55 -1.44 -3.43 1.15
C 0.51250 1.44115 0.54305 -1.47 -0.77 -2.08 0.47
C -0.15299 0.47508 -0.76441 2.00 2.24 2.99 -1.12
C -1.29921 -1.16733 0.79807 0.12 -0.51 -0.26 -1.45
C 1.37968 0.79483 1.60852 -0.08 -0.16 -0.03 -1.45
C -1.21709 -1.53682 -1.84511 1.43 0.22 2.75 -1.43
N 1.24707 2.54906 -0.01867 0.28 0.43 -0.09 -0.74
O 0.80955 -1.66120 -0.32305 0.49 -0.42 0.02 -0.57
H 1.11136 -1.75257 0.58608 -0.11 0.10 0.03 0.36
H -0.39209 1.84885 1.00285 0.14 0.02 0.19 0.29
H 2.07579 2.20850 -0.49675 -0.07 0.09 -0.03 0.25
H 0.69437 3.07163 -0.68809 0.05 -0.08 -0.01 0.27
H -1.07429 0.97378 -1.05665 -0.04 0.05 0.00 0.34
H 0.58101 0.54576 -1.56603 -0.03 -0.08 -0.05 0.39
H -1.64418 -2.20085 0.77804 -0.11 -0.05 -0.07 0.42
H -0.78840 -1.05816 1.75343 0.02 0.31 0.04 0.33
H -2.16760 -0.51561 0.75129 -0.02 0.10 0.10 0.32
H 0.80088 0.15045 2.26749 0.10 -0.23 -0.11 0.31
H 1.80619 1.56677 2.25307 -0.09 0.12 -0.17 0.41
H 2.21924 0.25416 1.17027 -0.02 -0.15 0.01 0.30
H -0.72472 -1.22117 -2.76092 0.16 0.26 0.14 0.41
H -1.14384 -2.61930 -1.77676 -0.16 -0.11 0.00 0.40
H -2.25544 -1.21655 -1.83041 -0.03 0.07 0.05 0.36
```
Forces are in eV/Å.

Values from the calculation:
ΔE to the lowest compared entry with this formula, charge and spin = 44.76 kcal per mole
net charge = 0
frontier orbital gap = 9.3301 eV
structure (SMILES) = C[C@@H](N)CC(C)(C)O



No. 2
DFT (ωB97M-V/def2-TZVPD) results for a cluster of 8 separate species, C6H31N2O7 in total.

```
46
Properties=species:S:1:pos:R:3:forces:R:3:mulliken_charge:R:1
N 0.01885 -0.32063 1.57747 -0.05 -0.23 -0.92 0.21
C -0.67149 -0.74105 0.27330 1.49 1.48 0.65 1.08
C -2.13746 -0.66648 0.52454 -1.55 -0.08 0.29 -1.60
C -0.14445 0.19199 -0.80991 -1.59 1.08 -1.59 -1.31
N -0.42814 -0.30287 -2.15617 0.77 -0.63 0.48 0.32
C 0.71666 -0.22015 -3.06165 -0.13 -0.69 0.34 -0.70
C 1.19697 1.17800 -3.38818 -1.59 1.11 -0.40 -1.19
C -1.72993 -0.27846 -2.76690 -0.03 0.43 -0.74 -0.82
H 0.89789 -0.84683 1.62796 -0.02 0.28 0.33 0.14
H -0.54916 -0.55462 2.39835 0.20 0.44 -0.05 0.28
H 0.15882 0.70498 1.56745 -0.10 -0.25 0.44 0.25
H -0.22612 -1.68894 0.06226 -0.50 -1.02 -0.10 -0.21
H -2.78754 -0.74775 -0.33758 0.30 -0.40 -0.22 0.33
H -2.48327 -1.39725 1.24094 0.09 -0.64 0.10 0.48
H -2.50178 0.24492 1.00460 0.77 0.35 0.13 0.42
H 0.90323 0.41124 -0.81617 0.82 -0.61 0.66 0.80
H -0.55809 1.20548 -0.67607 -0.36 -0.13 0.14 0.14
H 0.48250 -0.87586 -3.90241 0.01 0.45 -0.38 0.61
H 1.54358 -0.74346 -2.58057 0.15 -0.03 0.25 0.27
H 0.87064 1.87759 -2.61443 0.66 -0.19 0.55 0.23
H 2.22794 1.26623 -3.61588 1.14 -0.09 0.24 0.39
H 0.72494 1.69653 -4.21778 -0.42 -0.57 -0.63 0.35
H -1.71923 -0.97090 -3.61027 -0.03 -0.18 0.08 0.33
H -2.04612 0.67757 -3.22154 0.16 0.13 0.36 0.27
H -2.50913 -0.60633 -2.09740 -0.11 -0.05 0.05 0.23
H 0.07054 3.30387 1.40208 0.09 0.09 0.20 0.31
H -1.11515 2.56959 0.84847 -0.34 0.17 0.09 0.27
O -0.55617 2.61153 1.63879 0.20 -0.17 -0.36 -0.60
H -3.03980 1.60098 -0.03995 -0.29 0.16 -0.26 0.23
H -3.53285 2.63812 -1.08444 0.14 -0.05 0.19 0.32
O -2.82825 2.44601 -0.45153 0.16 -0.01 0.03 -0.66
H 2.17483 -2.40930 1.05431 0.24 -0.25 -0.17 0.25
H 1.96314 -3.38336 2.24097 -0.15 0.32 -0.25 0.31
O 1.62704 -2.57314 1.82873 0.01 -0.17 0.30 -0.68
H 2.33806 -4.02811 -1.88133 0.09 -0.10 -0.44 0.31
H 1.05903 -3.15186 -1.74700 0.16 -0.16 -0.21 0.30
O 1.74467 -3.61897 -1.25683 -0.26 0.40 0.69 -0.61
H -1.25366 1.34726 4.13356 0.15 0.45 0.51 0.24
H -1.52710 -0.17731 4.44982 -0.01 0.50 0.39 0.28
O -1.42348 0.49045 3.76536 -0.48 -1.11 -0.73 -0.59
H 2.89372 0.54532 1.33994 0.41 0.13 -0.14 0.24
H 3.67601 -0.01190 0.09020 0.15 0.27 0.15 0.28
O 2.91777 -0.13985 0.66430 -0.54 -0.34 0.03 -0.55
H 1.56748 1.82241 4.52886 0.18 -0.45 -0.29 0.29
H 2.40234 0.56949 4.14136 -0.24 0.24 0.16 0.29
O 1.59174 1.05587 3.93035 0.23 0.15 0.03 -0.55
```
Forces are in eV/Å.

Values from the calculation:
ΔE to the lowest compared entry with this formula, charge and spin = 32.29 kcal per mole
net charge = +1
frontier orbital gap = 8.4987 eV



No. 3
DFT (ωB97M-V/def2-TZVPD) results for a cluster of 2 separate species, C25H37BrClN2O4Si in total.

```
71
Properties=species:S:1:pos:R:3:forces:R:3:mulliken_charge:R:1
C -3.07657 -4.07128 2.59160 -0.54 -1.31 -0.05 0.08
C -2.60898 -4.18143 1.47276 1.13 0.69 -0.65 -0.72
C -1.88512 -4.04032 0.09297 -0.75 0.07 0.75 -0.73
C -1.11623 -2.67692 -0.01281 -0.16 2.46 -1.14 0.46
C 0.24314 -2.53169 0.63558 -0.56 3.58 -1.89 0.42
Si 1.20757 -3.80781 1.66562 1.29 -0.27 0.79 0.34
C 2.91054 -4.24971 0.85348 -0.64 -0.61 -0.18 -1.06
C 0.34694 -5.45914 2.02707 -0.02 -0.68 0.85 -1.09
C 1.58994 -3.02642 3.39559 -0.14 0.69 -0.25 -1.08
C 0.91568 -1.20599 0.43458 -2.28 -1.29 -0.58 0.37
Cl 2.57599 -0.89870 1.09946 -1.87 -0.23 -0.82 -0.14
C 0.26444 -0.06273 -0.32355 0.23 -0.61 0.26 -0.33
N 0.99169 1.13216 -0.39990 -3.14 0.54 -1.62 -0.40
C 0.32840 2.12197 -1.05594 0.51 -1.49 0.87 0.08
O 0.96393 3.35852 -1.16419 -0.85 -2.01 -0.43 -0.38
C 2.33893 3.21312 -1.61633 1.87 -0.11 -0.22 -0.57
C 3.40292 3.13320 -0.45029 0.06 -0.12 0.76 -0.02
O 4.69624 2.79676 -0.99338 -0.86 0.31 0.75 -0.35
C 5.51267 2.14711 0.00027 1.67 -1.04 0.31 -0.01
C 7.06345 2.45208 -0.18540 -0.24 0.39 0.26 -1.18
C -1.03544 1.92077 -1.66962 -0.82 0.98 -0.63 0.12
C -1.68286 3.17956 -2.39874 -0.68 -0.72 0.19 -0.65
C -3.27621 3.20858 -2.21545 0.13 0.89 -0.18 -0.50
C -3.72686 3.84715 -0.83405 -0.72 -0.45 0.50 -0.69
C -3.75936 2.82143 0.38413 -0.29 0.03 0.20 0.46
O -3.29721 3.42712 1.63156 0.41 -0.87 -0.81 -0.61
N -1.77361 0.76884 -1.66688 4.44 1.60 1.89 -0.27
C -1.07213 -0.21401 -0.94704 -0.27 -3.19 0.97 0.15
C -1.75698 -1.57535 -0.79489 1.54 -0.08 0.98 0.46
C -3.16068 -1.77928 -1.49752 0.49 -0.84 0.48 -1.28
C -4.37996 -1.85718 -0.49335 -0.98 -0.07 -0.40 -0.42
C -4.92248 -0.44357 -0.00017 0.03 -0.96 -1.35 0.05
Br -5.14862 -0.52350 1.96331 0.12 0.51 -0.75 -0.19
H -3.60280 -4.32813 3.54360 0.89 0.79 -1.42 0.38
H -2.70780 -4.16092 -0.68118 1.16 0.41 0.86 0.27
H -1.15151 -4.86429 -0.11785 -0.86 0.64 0.62 0.35
H 3.68281 -4.16511 1.66998 -0.57 0.04 -1.10 0.30
H 3.12133 -3.61599 -0.05027 0.12 -0.61 1.03 0.32
H 2.83569 -5.34092 0.53270 0.28 1.32 0.30 0.29
H -0.51137 -5.28417 2.74760 0.75 -0.39 -1.14 0.25
H 1.09380 -6.08902 2.61839 -0.72 0.85 -0.76 0.35
H 0.06459 -6.08299 1.13479 0.04 0.66 0.94 0.32
H 1.55414 -3.79606 4.21663 -0.13 0.86 -0.74 0.35
H 2.60496 -2.52740 3.39065 -1.13 -0.67 0.05 0.30
H 0.83040 -2.18944 3.53908 0.87 -1.12 0.25 0.27
H 2.58641 4.10646 -2.26818 -0.50 -1.00 0.81 0.34
H 2.44532 2.27728 -2.23378 -0.18 0.92 0.56 0.28
H 3.15814 2.34261 0.32707 -0.26 0.84 -1.10 0.15
H 3.44393 4.12290 0.10878 0.02 -0.93 -0.73 0.22
H 5.22147 2.43267 1.05418 0.11 -0.07 -1.10 0.30
H 5.36962 1.01659 -0.10525 -0.15 1.23 0.21 0.11
H 7.45362 2.08724 -1.17841 -0.56 0.41 0.94 0.26
H 7.27823 3.58083 -0.11708 -0.28 -1.04 -0.62 0.38
H 7.69591 1.95913 0.62144 -1.04 0.22 -0.75 0.32
H -1.27636 4.14974 -2.00242 -0.18 -1.13 -0.32 0.29
H -1.42994 3.13793 -3.50675 -0.22 -0.07 1.32 0.40
H -3.74856 2.19581 -2.36909 0.65 0.96 0.27 0.18
H -3.71217 3.87297 -3.03174 0.66 -0.79 0.91 0.39
H -3.11505 4.73754 -0.51026 -0.37 -0.98 -0.55 0.29
H -4.79405 4.22582 -0.94296 1.29 -0.35 0.01 0.31
H -4.83208 2.49059 0.57756 1.30 0.24 -0.41 0.19
H -3.12380 1.90939 0.20178 -0.69 0.98 -0.09 -0.32
H -2.61767 2.80796 1.96331 -0.55 0.71 -0.04 0.34
H -3.38240 -1.01349 -2.28919 0.51 -0.56 0.93 0.38
H -3.10148 -2.77856 -2.04160 -0.15 1.25 0.59 0.55
H -5.23743 -2.34402 -1.06744 1.03 0.49 0.71 0.20
H -4.21396 -2.50163 0.41221 0.21 0.59 -1.07 0.19
H -4.21363 0.35149 -0.35277 -0.79 -0.63 0.88 -0.30
H -5.94536 -0.27028 -0.45809 1.28 0.01 0.81 0.43
O 7.62368 5.22918 -1.09329 0.35 0.22 0.36 -1.13
H 6.85246 5.08426 -1.64081 -0.33 -0.06 -0.25 0.15
```
Forces are in eV/Å.

Values from the calculation:
net charge = -1
frontier orbital gap = 2.8962 eV



No. 4
DFT (ωB97M-V/def2-TZVPD) results for a structure of composition CCl4O2P.

```
8
Properties=species:S:1:pos:R:3:forces:R:3:mulliken_charge:R:1
C 0.81051 0.02072 0.14682 -1.61 -0.63 1.10 0.33
O -1.47156 -0.19979 -1.42444 0.69 -0.47 -0.06 -0.65
O -1.37022 0.52924 1.03506 -0.56 -0.04 0.08 -0.61
P -0.92791 -0.35996 -0.06243 -2.75 0.10 -1.04 0.87
Cl 3.99119 0.71063 -0.55929 0.95 -0.22 -0.13 -0.70
Cl 1.43866 0.97773 -0.90424 0.95 1.41 -0.75 0.06
Cl 1.08910 -0.05690 1.78381 2.23 0.13 0.75 0.00
Cl -1.09186 -2.32350 0.51583 0.11 -0.27 0.05 -0.30
```
Forces are in eV/Å.

Values from the calculation:
ΔE to the lowest compared entry with this formula, charge and spin = 67.17 kcal per mole
net charge = -1
frontier orbital gap (spin up / spin down) = 6.5753 / 5.9214 eV



No. 5
DFT (ωB97M-V/def2-TZVPD) results for a structure of composition C24H57NOP2Si4TeW.

```
91
Properties=species:S:1:pos:R:3:forces:R:3:lowdin_spin:R:1
W 0.07510 -0.50556 -1.88572 0.19 -0.31 -0.98 1.29
P 2.50455 -1.03450 -2.41958 0.97 1.93 -0.47 0.02
P -2.46337 -0.79218 -2.21928 0.74 1.31 -0.16 0.06
N 0.05019 0.23584 -3.53520 -0.02 0.21 -1.27 0.11
H 0.72388 -2.00996 -1.52991 -0.56 -1.44 -0.03 0.02
C 2.92206 -2.46667 -3.50329 -0.04 -0.29 0.09 0.00
H 4.00583 -2.66716 -3.52172 -0.32 0.29 0.09 0.00
H 2.59140 -2.27847 -4.53216 -0.02 0.13 0.29 0.00
H 2.43179 -3.38458 -3.17019 0.22 0.25 -0.13 0.00
C 3.68029 -1.16578 -1.01753 0.26 -0.29 0.11 0.00
H 4.72202 -1.26339 -1.36517 -0.38 -0.06 -0.02 0.00
H 3.43450 -2.04278 -0.40501 0.03 0.19 -0.06 0.00
H 3.62941 -0.27155 -0.38034 -0.22 -0.21 -0.25 0.00
C 3.28117 0.31812 -3.41167 0.50 -0.08 -0.07 0.01
H 4.37991 0.21974 -3.40205 -0.30 0.00 -0.08 0.00
H 3.02567 1.30766 -3.01453 -0.09 -0.30 0.01 0.00
H 2.93897 0.27268 -4.45472 -0.05 0.01 0.31 0.00
C -3.37216 -1.90851 -3.35369 -0.25 -0.70 -0.04 0.00
H -4.44761 -1.65855 -3.38519 0.39 -0.03 0.31 0.00
H -3.23949 -2.93488 -3.00196 -0.13 0.09 -0.14 0.00
H -3.04072 -1.85696 -4.40965 0.29 0.23 0.72 0.00
C -3.30599 -0.71879 -0.61312 -0.84 -0.54 0.26 0.01
H -4.38993 -0.62046 -0.74771 0.04 -0.08 0.02 0.00
H -2.97754 0.12743 0.00358 0.24 -0.13 -0.44 0.00
H -3.10209 -1.64207 -0.06526 -0.03 0.12 -0.06 0.00
C -3.08362 0.75669 -2.96662 -0.43 0.18 0.03 0.01
H -4.17425 0.70095 -2.84334 0.11 0.25 -0.16 0.00
H -2.85478 0.81047 -4.03441 0.10 -0.04 0.16 0.00
H -2.72025 1.66504 -2.48031 0.09 -0.19 0.02 0.00
C 0.00013 0.99652 -4.64862 0.01 0.20 -1.18 0.02
C 0.04181 1.23372 -7.11178 -0.01 0.61 0.12 0.00
C 0.01744 0.43205 -5.96570 0.23 -0.47 0.18 0.05
C 0.02037 2.41682 -4.55796 0.16 -0.27 -0.02 0.05
C 0.04255 3.24572 -5.68435 -0.06 -1.06 -0.12 0.00
C 0.04566 2.64644 -6.96915 -0.04 0.20 -0.01 0.06
H 0.06490 0.79626 -8.14252 -0.01 0.34 1.17 0.00
H 0.09354 -0.67370 -6.00567 -0.21 0.77 -0.22 0.00
H 0.10739 2.75825 -3.53117 -0.17 0.50 -0.14 0.00
H 0.06419 4.33577 -5.55465 0.02 -0.54 -0.17 0.00
H 0.06891 3.30136 -7.85924 -0.03 -0.54 0.55 0.00
C -0.60303 -3.59417 -0.78436 -1.65 2.00 -0.50 0.01
O -1.77074 -3.39159 -1.15818 2.10 -1.22 0.40 0.03
C 0.42813 -4.38178 -1.58633 -0.77 -1.59 1.08 0.00
H 0.95572 -4.94603 -0.83112 0.45 -0.31 0.37 0.00
H 1.21003 -3.98468 -2.20428 -0.45 0.85 0.01 0.00
H -0.08417 -5.15645 -2.13814 -0.38 -0.02 -0.51 0.00
C -0.23029 -3.15055 0.63743 0.84 -1.05 0.06 0.02
H -0.96601 -3.60350 1.28603 -0.50 0.13 0.29 0.00
H -0.07205 -2.09635 0.90035 -0.53 -0.11 -0.67 0.01
H 0.69616 -3.64832 0.91723 0.32 0.01 0.03 0.00
C -0.34795 4.09607 1.63494 -0.38 0.24 0.07 0.00
Si -1.05889 2.83956 2.86736 0.49 -0.70 -0.04 0.01
C -0.70526 3.43637 4.61717 -0.35 0.48 -0.02 0.01
C -2.91067 2.60788 2.58506 -0.14 0.50 0.04 0.00
Si -0.09017 0.73169 2.67348 0.14 0.56 -0.97 0.10
Te 0.22140 1.07971 0.05875 0.36 0.44 1.46 0.05
Si 2.14924 0.82433 3.27678 -0.94 0.02 -0.46 0.00
C 2.14447 1.08746 5.14674 0.60 -0.05 0.06 0.00
C 2.98428 -0.81152 2.82938 0.45 0.09 0.16 0.00
C 2.98995 2.26396 2.38244 0.45 -0.09 0.26 0.00
Si -1.22695 -0.84528 3.93243 0.32 0.45 -0.69 0.02
C -1.69024 0.06344 5.52868 -0.15 -0.38 0.13 0.01
C -2.76167 -1.44483 3.03518 -0.33 -0.17 0.36 0.00
C -0.05931 -2.26572 4.32338 -0.25 -0.27 0.31 0.00
H -0.85338 5.05000 1.84320 0.12 -0.01 -0.06 0.00
H -0.54148 3.84094 0.58302 -0.03 0.05 0.44 0.00
H 0.73120 4.26644 1.73450 -0.22 -0.16 0.10 0.00
H -1.26014 4.37862 4.70289 0.12 0.05 0.32 0.00
H -1.05319 2.76255 5.40647 0.03 0.09 -0.21 0.00
H 0.35403 3.64990 4.79686 -0.16 -0.01 -0.17 0.00
H -3.14978 2.46222 1.52419 0.13 0.05 0.14 0.00
H -3.39158 1.79584 3.14419 0.30 0.13 0.01 0.00
H -3.37331 3.55114 2.90603 -0.22 -0.14 -0.13 0.00
H 1.58381 0.32848 5.70522 0.10 0.03 -0.23 0.00
H 3.19669 1.01008 5.44879 -0.09 0.05 0.28 0.00
H 1.77737 2.06853 5.46737 0.07 -0.15 -0.22 0.00
H 2.84903 -1.15075 1.79444 -0.11 0.34 0.17 0.00
H 4.05706 -0.62827 2.97896 0.01 -0.27 -0.06 0.00
H 2.69732 -1.64821 3.47608 -0.01 0.24 0.02 0.00
H 2.92773 2.23634 1.28691 -0.10 -0.21 0.29 0.00
H 2.63011 3.25076 2.70062 0.00 -0.27 0.07 0.00
H 4.05214 2.19410 2.65820 -0.03 0.21 -0.12 0.00
H -2.33963 0.93726 5.39685 0.10 -0.25 -0.17 0.00
H -2.23742 -0.66380 6.14405 0.04 0.16 0.10 0.00
H -0.81248 0.38848 6.10006 -0.09 -0.10 -0.16 0.00
H -2.59884 -2.28088 2.34504 0.12 0.18 0.18 0.00
H -3.41047 -1.79686 3.84939 -0.21 -0.09 -0.29 0.00
H -3.30069 -0.66436 2.48170 0.21 -0.09 0.24 0.00
H 0.35471 -2.78219 3.44844 -0.20 0.22 0.08 0.00
H 0.78185 -1.95631 4.95688 -0.22 -0.01 -0.08 0.00
H -0.66446 -2.99085 4.88581 0.28 -0.09 0.01 0.00
```
Forces are in eV/Å.

Values from the calculation:
net charge = 0
frontier orbital gap (spin up / spin down) = 4.6310 / 6.6783 eV
spin multiplicity = 3



Question: The highest net charge belongs to which entry?
Answer: C6H31N2O7